Run a
A 2-piece molecular cluster, C5H14NO overall, computed with ωB97M-V/def2-TZVPD.

```
! RIJCOSX wB97M-V def2-TZVPD def2/J DEFGRID3
* xyz 1 1
C 0.43927 -1.11259 1.80349
C -0.42486 0.16985 1.65755
C -1.08583 0.33938 0.24712
C -0.19962 0.54707 -0.95721
C 1.01081 2.64072 -1.50562
N 0.80878 1.57156 -0.74187
H 1.11021 -0.74292 2.52601
H -0.17568 -1.95027 2.22368
H 0.97200 -1.31133 0.85651
H -1.29588 0.04582 2.34716
H 0.12983 1.08245 1.87370
H -1.62177 -0.58244 -0.02436
H -1.88466 1.09862 0.31245
H 0.31093 -0.35568 -1.24741
H -0.68051 1.07162 -1.77932
H 2.02409 2.99270 -1.70831
H 0.17403 2.74874 -2.27162
H 1.58870 1.48623 -0.09113
H -0.09246 -3.41264 -0.44952
H -0.79568 -3.48477 -1.83134
O -0.31171 -2.84211 -1.23995
*
```

The calculation puts the orbital gap at 9.16 eV. The LUMO energy is -5.556 eV.

Run b
A 2-piece molecular cluster, C5H14NO overall, computed with ωB97M-V/def2-TZVPD.

```
! RIJCOSX wB97M-V def2-TZVPD def2/J DEFGRID3
* xyz 1 1
C 1.80175 -1.68069 -0.78714
C 1.40260 -0.22901 -1.05335
C 0.65574 0.47384 0.07913
C -0.47358 -0.34387 0.71836
C -2.14857 -0.34299 -1.02184
N -1.28219 -0.96479 -0.34599
H 2.77521 -1.71404 -0.30225
H 1.14496 -2.23485 -0.10955
H 1.93813 -2.29094 -1.68052
H 2.32916 0.25043 -1.29672
H 0.81362 -0.12671 -1.97311
H 1.36232 0.70031 0.87981
H 0.32610 1.46057 -0.23568
H -0.02636 -1.10456 1.34409
H -1.07505 0.36987 1.27072
H -2.65835 -0.82128 -1.84761
H -2.47302 0.66642 -0.81033
H -1.13878 -1.95275 -0.54028
H -0.55178 2.95047 1.26110
H 0.56044 3.21809 2.22299
O -0.16418 2.59860 2.06507
*
```

The calculation puts the orbital gap at 9.83 eV. The LUMO energy is -5.037 eV.

Run c
A 2-piece molecular cluster, C5H14NO overall, computed with ωB97M-V/def2-TZVPD.

```
! RIJCOSX wB97M-V def2-TZVPD def2/J DEFGRID3
* xyz 1 1
C -1.30051 -2.18099 1.45347
C -0.61844 -0.91927 1.99566
C 0.64295 -0.53037 1.20926
C 0.42600 0.03596 -0.18681
C 1.35754 0.71688 -0.84452
N -0.84951 -0.11927 -0.95942
H -2.19859 -2.44051 2.00929
H -0.61457 -3.01055 1.50470
H -1.57974 -2.01959 0.42045
H -0.30806 -1.00601 3.03809
H -1.29849 -0.06850 1.88833
H 1.10494 0.29522 1.73793
H 1.31084 -1.38983 1.12381
H 1.25804 1.46503 -1.63713
H 2.32168 0.53742 -0.37850
H -1.11358 -1.09563 -1.14178
H -0.60765 0.31438 -1.84826
H -1.64611 0.36468 -0.54580
H 1.62332 3.50875 -3.62894
H 0.85864 4.18677 -2.45268
O 1.23133 3.35545 -2.75715
*
```

The calculation puts the orbital gap at 10.85 eV. The LUMO energy is -3.431 eV.

Run d
A 2-piece molecular cluster, C5H14NO overall, computed with ωB97M-V/def2-TZVPD.

```
! RIJCOSX wB97M-V def2-TZVPD def2/J DEFGRID3
* xyz 1 1
C -1.61276 2.31385 0.01485
C -0.63164 1.61953 -0.95170
C -0.44050 0.11313 -0.81126
C -0.19185 -0.54965 0.56875
C 1.90447 -0.53540 1.86775
N 1.06497 0.07909 1.08399
H -1.68489 3.37358 -0.32599
H -2.50966 1.73366 0.15028
H -1.07963 2.25910 0.93416
H -0.90421 1.82278 -1.98874
H 0.30453 2.10696 -0.91147
H -1.39260 -0.34680 -1.11000
H 0.27539 -0.14991 -1.59326
H -1.05744 -0.44101 1.11285
H -0.10370 -1.67065 0.48671
H 2.87230 0.04672 2.10440
H 1.75892 -1.48496 2.25005
H 1.14745 1.08782 0.86796
H 1.16584 -4.30974 -1.73415
H 0.30280 -3.64484 -0.62734
O 0.81219 -3.42325 -1.38784
*
```

The calculation puts the orbital gap at 9.49 eV. The LUMO energy is -5.286 eV.

run b is favored, and the nearest alternative lies 0.099 eV above it.

Run a
A 2-piece molecular cluster, C5H14NO overall, computed with ωB97M-V/def2-TZVPD.

```
! RIJCOSX wB97M-V def2-TZVPD def2/J DEFGRID3
* xyz 1 1
C 0.38736 0.78134 0.80881
O 1.54138 0.32527 0.15243
C -0.36584 -0.49591 0.80343
C -1.02332 -0.96488 -0.36496
C -2.58341 -0.85792 -0.19670
C -3.13276 0.56346 -0.10282
N 4.95153 0.27314 -0.80425
H -0.07614 1.56366 0.20153
H 0.58298 1.20205 1.79629
H 2.01511 -0.29350 0.73391
H -0.12541 -1.21889 1.58839
H -0.72765 -0.32482 -1.20624
H -0.76953 -1.98461 -0.65473
H -3.04911 -1.43423 -0.98699
H -2.85930 -1.37626 0.72252
H -4.21646 0.49958 -0.13071
H -2.81803 1.02310 0.82752
H -2.78591 1.17878 -0.92503
H 5.77029 0.43734 -1.36132
H 4.14484 0.80190 -1.08256
H 5.13938 0.30139 0.18149
*
```

The calculation puts the orbital gap at 5.25 eV. The LUMO energy is -6.996 eV.

Run b
A 2-piece molecular cluster, C5H14NO overall, computed with ωB97M-V/def2-TZVPD.

```
! RIJCOSX wB97M-V def2-TZVPD def2/J DEFGRID3
* xyz 1 1
C -0.66979 1.21484 0.50594
C -1.88608 0.35360 0.15712
C -1.55877 -0.95873 -0.58848
C 0.09813 -1.88387 1.14755
C -0.34674 -1.73814 -0.09265
N 0.30076 1.28484 -0.63768
H -0.06988 0.63901 1.21203
H -0.99928 2.21270 0.77399
H -2.36936 0.10606 1.10324
H -2.50323 0.93008 -0.54136
H -1.17735 -0.63667 -1.56768
H -2.47444 -1.51034 -0.78906
H -0.49773 -1.49433 1.97337
H 0.95609 -2.42988 1.50975
H 0.16181 -2.28840 -0.87997
H -0.00806 1.34930 -1.61249
H 0.97441 2.02595 -0.46369
H 0.88467 0.44498 -0.63258
H 3.13928 0.13541 -0.54296
H 3.82695 1.35873 -0.68406
O 3.05908 1.03960 -0.14036
*
```

The calculation puts the orbital gap at 10.43 eV. The LUMO energy is -3.362 eV.

Run c
A 2-piece molecular cluster, C5H14NO overall, computed with ωB97M-V/def2-TZVPD.

```
! RIJCOSX wB97M-V def2-TZVPD def2/J DEFGRID3
* xyz 1 1
C -2.77642 -0.12751 0.33836
C -2.16160 -1.16486 1.28919
C -0.80371 -1.76072 0.70065
C 0.13602 -0.67829 0.33724
C 0.99412 -0.71697 -0.68496
N 0.44209 0.34400 1.39554
H -3.37475 -0.52334 -0.47852
H -1.99132 0.37795 -0.24155
H -3.41281 0.59772 0.84685
H -2.83659 -2.01213 1.30809
H -1.99998 -0.65898 2.24335
H -0.50253 -2.48998 1.45301
H -1.14866 -2.37993 -0.12900
H 1.87301 -0.09275 -0.56815
H 0.78359 -1.57417 -1.30561
H -0.24456 0.29356 2.15242
H 0.46499 1.27907 0.99002
H 1.33668 0.07932 1.81357
H 5.38998 3.15160 -4.28265
H 4.80678 4.48221 -3.66822
O 5.02565 3.57422 -3.50964
*
```

The calculation puts the orbital gap at 9.83 eV. The LUMO energy is -3.642 eV.

Run d
A 2-piece molecular cluster, C5H14NO overall, computed with ωB97M-V/def2-TZVPD.

```
! RIJCOSX wB97M-V def2-TZVPD def2/J DEFGRID3
* xyz 1 1
C 2.51873 0.18191 0.77229
C 1.14675 0.13437 1.46479
C -0.10533 1.00113 0.81338
C -0.23789 0.86959 -0.81277
C -1.19158 0.23347 -1.41508
N -0.96134 -0.20240 -2.92398
H 2.93420 1.18550 0.78271
H 2.27516 -0.11339 -0.28912
H 3.06159 -0.64259 1.21422
H 1.27625 0.49853 2.55375
H 0.95441 -0.99728 1.64952
H 0.02051 2.04229 0.99472
H -0.94535 0.52585 1.23671
H 0.45869 1.50742 -1.30578
H -2.14797 -0.03127 -1.13160
H -1.04141 -1.24400 -3.12131
H -0.02421 0.09660 -3.10247
H -1.67585 0.28791 -3.48054
H -2.65377 -1.35459 2.45074
H -1.66757 -2.39639 1.93025
O -1.99402 -1.58265 1.71956
*
```

The calculation puts the orbital gap at 10.56 eV. The LUMO energy is -3.657 eV.

run b is favored, and the nearest alternative lies 0.570 eV above it.

Run a
An isolated molecule of C2H5N5, computed with ωB97M-V/def2-TZVPD.

```
! RIJCOSX wB97M-V def2-TZVPD def2/J DEFGRID3
* xyz 0 1
C -1.81166 1.70306 -0.26923
N -0.63122 1.16029 -0.94898
C -0.01906 0.23374 -0.34339
N 1.04506 -0.50334 -0.91202
N 1.48529 -1.32182 -0.08995
N 0.83671 -1.20492 1.14948
N -0.29095 -0.33839 0.92812
H -1.51486 2.42132 0.49757
H -2.39462 2.21992 -1.00071
H -2.39420 0.89200 0.21864
H 0.52727 -2.09943 1.43498
H -0.35352 0.40271 1.63870
*
```

The calculation puts the orbital gap at 9.62 eV. The LUMO energy is 0.312 eV. As for the SMILES: C/N=c1/nn[nH][nH]1.

Run b
An isolated molecule of C2H5N5, computed with ωB97M-V/def2-TZVPD.

```
! RIJCOSX wB97M-V def2-TZVPD def2/J DEFGRID3
* xyz 0 1
C -1.84050 -1.74087 0.23781
C 1.55610 1.40394 -0.24840
N -1.27881 -1.75685 1.39660
N -1.29137 -0.75907 -0.51432
N -0.32161 -1.10933 1.81229
N -0.30766 -0.10331 -0.06480
N 0.43871 0.70946 -0.79810
H -2.63526 -2.37700 -0.01693
H 1.74797 0.87703 0.60959
H 2.39257 1.46443 -0.93278
H 1.46265 2.38161 0.21102
H 0.07721 1.00998 -1.69198
*
```

The calculation puts the orbital gap at 8.31 eV. The LUMO energy is 0.479 eV.

run a is favored, and the nearest alternative lies 2.120 eV above it.

Run a
An isolated molecule of C6H9Br, computed with ωB97M-V/def2-TZVPD.

```
! RIJCOSX wB97M-V def2-TZVPD def2/J DEFGRID3
* xyz 0 1
C 0.64064 2.49171 -0.56413
C -0.10927 1.29795 -0.98444
C -0.32976 0.26388 -0.23042
C -0.69421 -1.02497 0.36990
C -0.35746 -2.46843 -0.22480
C 0.43830 -0.46862 1.24643
Br -0.10448 0.36457 2.88584
H 0.87089 2.91493 -1.52833
H 1.41646 2.15038 -0.00341
H -0.10850 3.19666 -0.11468
H -0.73873 1.47670 -1.98620
H -1.53376 -1.18129 1.00035
H 0.55680 -2.31197 -0.83665
H -1.30757 -2.73848 -0.82155
H -0.06034 -3.22133 0.53457
H 1.42101 -0.74168 1.25753
*
```

The calculation puts the orbital gap at 9.34 eV. The LUMO energy is 0.981 eV. As for the SMILES: C/C=C1/[C@@H](C)[C@@H]1Br.

Run b
A 2-piece molecular cluster, C6H9Br overall, computed with ωB97M-V/def2-TZVPD.

```
! RIJCOSX wB97M-V def2-TZVPD def2/J DEFGRID3
* xyz 0 1
C 1.63045 -0.89864 -0.36583
C 0.07358 2.14652 0.27873
C 0.79642 -0.44354 -1.31075
C -0.98338 1.38663 0.08171
C -1.29057 -1.44966 -0.07562
C -0.66468 -0.35699 -0.97382
Br -1.70384 0.00024 -2.51338
H 2.72034 -1.01088 -0.39933
H 1.18802 -1.01622 0.63718
H -0.14540 3.00164 0.92067
H 1.13614 1.87357 -0.01684
H 1.12734 -0.28960 -2.23889
H -1.83001 1.46835 0.58502
H -0.87886 -2.34137 -0.30503
H -2.32399 -1.65593 -0.34271
H -1.16067 -1.08369 1.00294
*
```

The calculation puts the orbital gap at 9.73 eV. The LUMO energy is 0.832 eV.

Run c
An isolated molecule of C6H9Br, computed with ωB97M-V/def2-TZVPD.

```
! RIJCOSX wB97M-V def2-TZVPD def2/J DEFGRID3
* xyz 0 1
C -3.03924 -1.41970 0.02530
C -1.74849 -1.37415 0.45080
C 0.58317 -0.30563 0.30418
C -0.94619 -0.29660 0.26344
C 1.80981 0.64617 0.36319
C 1.98320 2.12679 -0.25711
Br 3.43427 -0.37307 0.09852
H -3.81489 -2.22242 -0.10118
H -3.28678 -0.54130 -0.52058
H -1.21968 -2.23665 0.92745
H 0.93234 -1.19246 0.72423
H 0.62839 -0.40828 -0.85465
H -1.43193 0.49882 -0.33599
H 1.24598 2.75316 0.11780
H 1.95950 1.93983 -1.30178
H 2.91055 2.40549 0.09638
*
```

The calculation puts the orbital gap (alpha / beta) at 7.68 / 7.63 eV. The LUMO energy (alpha / beta) is -0.152 / 0.112 eV.

run a is favored, and the nearest alternative lies 0.169 eV above it.